# 1
# C2H7N2

The ion C2H7N2 with charge +1 (ωB97M-V/def2-TZVPD, OMol25).

Element x y z (Å)
H -1.839 -0.371 0.529
H -0.427 1.877 -0.752
C 0.123 -1.046 0.010
H 1.453 0.225 0.667
H 1.243 0.340 -1.112
C -0.395 0.988 -0.026
H -0.473 1.303 0.984
H 0.442 -1.478 0.853
H 0.115 -1.819 -0.799
N -1.113 -0.260 -0.167
N 0.871 0.240 -0.187

E_HOMO: -14.83 eV
total charge: +1
SMILES string: C1NC[NH2+]1

***

# 2
# C2H7N2O

A cluster of 2 separate species, C2H7N2O in total (ωB97M-V/def2-TZVPD, OMol25).

Element x y z (Å)
O 0.569 0.468 -1.346
H -0.364 -0.462 1.612
C 0.699 0.319 -0.138
C -0.560 0.038 0.674
N -1.357 -0.854 -0.199
H 2.650 0.221 -0.175
H -1.104 0.969 0.812
H -2.198 1.086 -1.795
H 2.079 0.468 1.400
H -1.159 -1.855 -0.206
N 1.877 0.102 0.481
H -1.132 -0.502 -1.121

E_HOMO: -15.22 eV
total charge: +1

***

# 3
# C2H7N2O

A cluster of 2 separate species, C2H7N2O in total (ωB97M-V/def2-TZVPD, OMol25).

Element x y z (Å)
H -1.962 -0.779 0.377
O -0.780 0.921 0.445
C -1.822 0.216 -0.068
H 1.777 -1.683 0.016
H 0.076 -1.556 0.311
C 0.995 0.192 0.113
H 2.840 0.915 -0.258
N 0.960 -1.089 0.124
N 1.857 1.113 -0.087
H -2.678 0.831 0.253
H -1.834 0.175 -1.165
H 1.565 2.084 -0.029

E_HOMO: -15.06 eV
total charge: +1

***

The calculation returns the following energy above the lowest of the compared OMol25 structures with the same formula, charge and spin values, one per record and in order: 258.7; 709.9; 322.9 kJ/mol.
The calculation returns the following maximum force values, one per record and in order: 0.1115; 0.0414; 0.1145 Eh/bohr.